Below is a cluster of 3 separate species, C4H15NO2 in total at a distorted geometry, with properties calculated with ωB97M-V with the def2-TZVPD basis set.

```
22
Properties=species:S:1:pos:R:3:forces:R:3:nbo_charge:R:1
O 2.790 -0.519 -1.695 0.35 -0.31 -0.02 -0.94
O 0.644 1.096 -2.366 0.41 0.83 -0.53 -0.95
N -2.825 0.020 0.653 0.03 0.86 -0.27 -0.83
C -0.175 -1.407 0.240 1.28 -0.28 -0.57 -0.62
C -0.421 -0.174 1.117 -0.47 -0.46 0.25 -0.23
C 0.847 0.605 1.478 -1.21 0.91 -0.29 -0.61
C -1.525 0.682 0.480 0.95 0.51 -0.67 -0.22
H 0.485 1.540 1.921 0.26 -0.03 0.30 0.20
H -1.275 0.848 -0.576 -0.35 -0.55 -0.12 0.18
H -3.231 0.422 1.490 -0.06 -0.32 0.27 0.35
H -0.054 -2.356 0.764 -0.42 0.08 0.31 0.21
H -0.891 -0.535 2.036 0.18 0.04 0.20 0.20
H 1.614 1.073 -2.284 -0.85 -0.19 0.21 0.48
H 1.479 0.113 2.208 0.24 -0.21 -0.22 0.21
H 0.802 -1.333 -0.276 -0.32 0.35 0.06 0.19
H -1.483 1.736 0.794 -0.19 -0.23 0.72 0.17
H 1.363 0.943 0.577 0.37 -0.40 0.05 0.21
H -3.441 0.370 -0.071 -0.10 -0.22 -0.18 0.35
H 3.108 -0.509 -2.599 0.16 0.23 -0.37 0.47
H -0.909 -1.540 -0.554 -0.30 -0.03 0.21 0.22
H 0.321 0.387 -1.819 0.15 -0.45 0.27 0.47
H 2.776 -1.463 -1.519 -0.12 -0.13 0.37 0.48
```
Positions in Å, forces in eV/Å.

Results
SMILES: CC(C)CN.O.O
Gap between HOMO and LUMO: 10.1580 eV



Below is a cluster of 3 separate species, C4H15NO2 in total at a distorted geometry, with properties calculated with ωB97M-V with the def2-TZVPD basis set.

```
22
Properties=species:S:1:pos:R:3:forces:R:3:nbo_charge:R:1
O -3.575 2.378 -0.797 -0.59 1.28 -0.64 -0.95
O -1.236 -3.045 1.388 -0.35 -0.14 0.00 -0.98
N -0.009 -0.322 1.286 -0.29 0.99 -1.76 -0.86
C 1.903 0.037 -0.457 -2.86 -2.66 0.26 -0.41
C 2.117 -1.505 -0.818 -1.19 2.07 -2.30 -0.61
C -0.090 1.729 -0.394 -2.22 -2.93 2.49 -0.62
C 0.328 0.176 -0.116 2.16 2.62 0.06 -0.02
H 2.133 0.768 -1.198 0.30 0.10 -0.91 0.20
H 0.785 -0.798 1.663 0.50 -0.76 -0.07 0.36
H 2.279 -2.002 0.084 0.43 -1.18 1.22 0.20
H -3.634 3.348 -0.593 0.38 -1.73 0.19 0.48
H -0.310 2.035 -1.378 0.23 -0.34 -1.57 0.22
H -1.134 1.730 0.062 1.33 0.70 -0.07 0.18
H -0.060 0.473 1.898 -0.37 0.56 0.14 0.36
H 2.938 -1.556 -1.509 0.77 -0.44 0.07 0.21
H -2.048 -3.525 1.658 0.65 1.05 -0.43 0.47
H -0.227 -0.364 -0.865 -0.13 -0.58 0.01 0.18
H 2.541 0.208 0.390 0.03 0.47 0.63 0.20
H 1.263 -1.998 -1.390 0.78 0.88 0.96 0.21
H 0.564 2.453 0.029 0.49 0.46 0.79 0.20
H -3.137 1.876 -0.112 0.08 0.47 0.43 0.47
H -1.389 -2.097 1.168 -0.15 -0.88 0.52 0.50
```
Positions in Å, forces in eV/Å.

Results
SMILES: CC[C@H](C)N.O.O
Gap between HOMO and LUMO: 10.5693 eV



Below is a cluster of 3 separate species, C4H15NO2 in total, with properties calculated with ωB97M-V with the def2-TZVPD basis set.

```
22
Properties=species:S:1:pos:R:3:forces:R:3:nbo_charge:R:1
O 1.419 -0.956 2.620 -0.25 0.17 0.72 -0.96
O 0.747 3.747 -0.857 0.55 0.16 0.12 -0.93
N -0.027 -0.844 0.076 0.06 -0.62 -0.57 -0.46
C -2.205 0.300 -0.141 -0.15 0.26 0.02 -0.62
C 0.774 0.326 -0.254 0.29 -0.04 0.64 -0.43
C 0.706 -2.038 -0.360 -0.42 -0.06 -0.08 -0.42
C -1.303 -0.814 -0.645 0.03 0.43 0.28 -0.22
H -1.103 -0.715 -1.723 -0.16 -0.04 -0.08 0.16
H 1.261 -0.688 3.541 0.15 -0.18 -0.50 0.47
H 0.145 -2.947 -0.137 -0.16 0.10 -0.02 0.20
H -1.810 -1.761 -0.472 0.05 -0.14 -0.06 0.19
H -3.224 0.192 -0.505 -0.13 -0.22 -0.04 0.21
H 1.285 3.946 -0.077 -0.31 -0.08 -0.02 0.47
H -2.224 0.274 0.946 -0.10 -0.04 0.14 0.21
H 0.995 0.419 -1.322 -0.10 -0.05 -0.21 0.16
H 1.636 -2.122 0.169 0.54 0.13 0.26 0.21
H 1.394 3.847 -1.568 -0.25 -0.07 -0.09 0.47
H 0.279 1.224 0.088 -0.10 0.24 -0.07 0.21
H 1.715 0.247 0.293 0.01 0.06 -0.09 0.21
H 0.543 -0.928 2.200 0.14 0.00 -0.29 0.49
H 0.910 -2.019 -1.444 0.00 0.02 0.07 0.16
H -1.912 1.307 -0.430 0.32 -0.03 -0.12 0.21
```
Positions in Å, forces in eV/Å.

Results
SMILES: CCN(C)C.O.O
Gap between HOMO and LUMO: 9.6801 eV



Below is a cluster of 3 separate species, C4H15NO2 in total at a distorted geometry, with properties calculated with ωB97M-V with the def2-TZVPD basis set.

```
22
Properties=species:S:1:pos:R:3:forces:R:3:nbo_charge:R:1
O -2.990 0.608 -0.120 -0.55 0.54 -0.18 -0.95
O -1.679 -1.834 -0.083 1.72 -2.97 -1.93 -0.96
N 2.639 -1.037 -0.717 -4.31 2.18 1.70 -0.34
C 1.597 -0.675 0.246 1.04 -2.73 -2.38 -0.27
C 0.989 0.812 0.333 -0.86 0.75 -2.24 -0.12
C -0.050 0.631 1.427 2.00 -3.44 1.26 -0.66
C 0.451 1.516 -1.003 0.47 0.04 1.33 -0.64
H -0.059 2.468 -0.663 0.55 -1.02 -0.37 0.25
H 3.430 -0.646 -0.377 4.25 0.42 1.25 0.38
H -3.370 1.450 0.177 -0.10 -0.41 -0.18 0.50
H 2.490 -0.645 -1.605 -0.55 -0.39 -2.25 0.39
H 2.096 -0.808 1.190 -0.68 -0.55 0.63 0.24
H -0.704 -0.246 1.276 0.02 0.68 -0.46 0.25
H -2.145 0.575 0.311 0.60 0.36 0.38 0.46
H 1.253 1.822 -1.738 -0.78 -0.57 0.90 0.23
H -0.530 1.502 1.609 -1.84 2.78 0.32 0.24
H -2.241 -1.114 -0.054 -2.27 2.21 0.24 0.48
H -0.300 0.880 -1.457 -0.13 0.04 -0.33 0.23
H 0.373 0.329 2.435 0.13 0.55 -1.14 0.25
H 1.866 1.353 0.576 0.74 0.74 0.92 0.23
H 0.742 -1.321 -0.099 0.02 0.45 1.05 0.31
H -1.942 -2.237 -0.959 0.54 0.34 1.48 0.49
```
Positions in Å, forces in eV/Å.

Results
Gap between HOMO and LUMO (alpha / beta): 11.7688 / 6.0909 eV
2S+1: 2
Net charge: +1



Below is a cluster of 4 separate species, C4H15NO2S in total at a distorted geometry, with properties calculated with ωB97M-V with the def2-TZVPD basis set.

```
23
Properties=species:S:1:pos:R:3:forces:R:3:nbo_charge:R:1
S -0.025 -2.191 -1.059 -1.00 -0.65 -0.55 -0.59
O 0.920 -0.138 -3.253 0.17 -0.42 -1.10 -1.02
O -0.835 1.873 -2.743 -0.33 0.71 -0.12 -0.98
N 0.388 1.165 0.479 -0.20 -0.46 0.52 -0.86
C 0.674 -1.007 1.502 0.31 -0.94 0.68 -0.42
C 1.138 -1.753 0.183 1.63 1.90 1.18 -0.55
C -1.046 0.652 2.531 -0.60 -2.03 -1.16 -0.65
C -0.283 0.123 1.282 0.53 1.42 0.76 0.00
H -0.616 0.234 3.445 -0.07 0.66 0.16 0.20
H 0.798 -0.488 -4.159 0.12 0.24 0.79 0.45
H -0.082 1.317 -3.012 0.06 -0.51 0.09 0.51
H -2.057 0.210 2.394 0.33 -0.04 0.56 0.21
H 1.693 -2.582 0.649 0.16 -0.11 -0.76 0.17
H -1.272 1.697 2.472 0.54 0.80 0.38 0.20
H 0.604 1.972 1.061 -0.27 -0.04 -0.42 0.34
H 0.667 -0.907 -2.663 -0.17 0.21 0.36 0.50
H 1.578 -0.540 1.952 -0.10 -0.10 -0.35 0.19
H 0.407 -1.757 2.321 -0.45 0.77 -1.15 0.18
H -0.250 1.384 -0.275 0.24 0.61 -0.22 0.38
H 1.848 -1.012 -0.314 -0.46 -1.08 0.84 0.20
H -2.010 -0.462 0.121 -0.82 -0.27 -0.57 0.00
H -1.162 -0.181 0.607 0.27 -0.51 -0.11 0.08
H -1.076 2.391 -3.521 0.10 -0.15 0.20 0.45
```
Positions in Å, forces in eV/Å.

Results
Gap between HOMO and LUMO (alpha / beta): 6.3295 / 6.3236 eV
2S+1: 2
Net charge: -1



Below is a cluster of 3 separate species, C4H15NO3 in total at a distorted geometry, with properties calculated with ωB97M-V with the def2-TZVPD basis set.

```
23
Properties=species:S:1:pos:R:3:forces:R:3:nbo_charge:R:1
O -1.892 1.661 2.133 0.34 -0.27 0.17 -0.71
O -1.009 -1.764 -3.071 -0.01 -0.02 0.09 -0.94
O 1.949 1.484 -1.902 0.09 0.35 -0.23 -0.95
N 1.090 -0.158 0.781 0.19 -0.12 0.50 -0.64
C -0.323 0.143 1.023 -0.54 -0.16 -0.18 -0.07
C -0.508 1.351 1.957 -0.48 -0.42 -0.75 -0.07
C -1.044 0.276 -0.318 -0.41 -0.23 0.42 -0.64
C 1.386 -1.603 0.779 0.97 0.57 -0.22 -0.42
H 1.496 -1.951 -0.249 -0.73 -0.38 0.04 0.20
H -0.023 2.244 1.548 0.43 -0.14 0.21 0.16
H 1.676 0.247 1.500 -0.20 0.25 0.09 0.36
H 1.571 1.582 -1.022 0.05 -0.34 0.07 0.48
H 1.638 0.630 -2.211 -0.07 -0.10 0.15 0.47
H -0.111 1.027 2.917 0.06 0.54 0.19 0.18
H 2.393 -1.782 1.179 -0.23 0.23 0.16 0.20
H -0.732 1.154 -0.830 0.64 0.79 -0.63 0.20
H -2.133 0.391 -0.256 0.03 -0.37 0.30 0.19
H -0.373 -1.771 -3.792 -0.04 0.01 -0.09 0.47
H -2.280 1.651 1.253 -0.14 0.11 0.04 0.46
H -0.842 -0.595 -0.937 -0.01 0.01 -0.09 0.25
H -0.803 -0.704 1.534 0.06 0.00 0.17 0.17
H 0.682 -2.148 1.410 -0.09 -0.31 -0.37 0.18
H -1.808 -1.365 -3.429 0.07 -0.01 -0.04 0.47
```
Positions in Å, forces in eV/Å.

Results
SMILES: CN[C@H](C)CO.O.O
Gap between HOMO and LUMO: 9.7984 eV



Below is a cluster of 3 separate species, C4H15NO3 in total at a distorted geometry, with properties calculated with ωB97M-V with the def2-TZVPD basis set.

```
23
Properties=species:S:1:pos:R:3:forces:R:3:nbo_charge:R:1
O 1.000 -1.567 3.053 0.33 -0.26 -0.39 -0.95
O -3.354 -0.357 -1.918 -0.05 -0.30 0.66 -0.99
O -1.948 0.061 0.125 -0.35 0.12 -0.08 -0.76
N 2.640 -0.843 0.479 0.64 -0.34 -0.32 -0.86
C 0.386 0.094 0.456 0.21 -0.12 -3.14 -0.43
C 1.710 -0.026 -0.350 0.63 -0.22 1.52 -0.22
C -0.749 0.568 -0.501 0.43 0.00 2.43 0.11
C -0.965 2.055 -0.841 1.57 -0.35 -0.24 -0.65
H -1.209 2.793 -0.057 -0.27 -0.92 -0.10 0.22
H 3.579 -0.486 0.345 0.06 0.17 0.29 0.36
H 2.235 0.917 -0.487 -0.43 0.36 -0.07 0.19
H 2.734 -1.776 0.079 -0.37 -0.01 0.16 0.35
H -3.041 -0.134 -0.992 -0.45 -0.29 -1.20 0.49
H -3.457 -1.321 -1.877 -0.02 0.41 -0.17 0.46
H -0.600 -0.035 -1.394 -0.38 0.29 -0.32 0.19
H -1.893 0.049 1.083 0.24 0.20 0.07 0.49
H 0.499 0.683 1.340 0.12 0.36 0.57 0.22
H 1.720 -1.326 2.442 0.02 0.37 0.12 0.49
H 0.720 -2.392 2.643 -0.27 -0.13 0.30 0.46
H -0.098 2.488 -1.356 0.30 -0.28 0.21 0.21
H -1.656 1.982 -1.640 -1.36 0.55 -0.45 0.23
H 0.102 -0.936 0.701 0.10 0.28 0.24 0.21
H 1.643 -0.490 -1.333 -0.69 0.11 -0.10 0.18
```
Positions in Å, forces in eV/Å.

Results
SMILES: C[C@H](O)CCN.O.O
Gap between HOMO and LUMO: 10.8518 eV



Below is a cluster of 3 separate species, C4H15NO3 in total, with properties calculated with ωB97M-V with the def2-TZVPD basis set.

```
23
Properties=species:S:1:pos:R:3:forces:R:3:nbo_charge:R:1
O -1.199 0.886 1.343 -0.23 0.12 0.19 -0.75
O -2.751 -3.465 -5.220 0.02 -0.02 -0.04 -0.94
O -0.678 -1.919 1.578 0.03 -0.15 -0.09 -0.97
N 1.576 0.180 0.102 0.03 -0.42 -0.13 -0.63
C 0.989 1.723 1.942 -0.26 0.24 -0.42 -0.43
C 1.407 1.575 0.469 0.25 -0.24 0.67 -0.22
C 1.645 -0.042 -1.333 -0.57 0.45 -0.23 -0.41
C -0.503 1.900 2.092 -0.64 -0.44 -0.17 -0.05
H -0.858 2.876 1.745 0.24 0.01 -0.20 0.16
H 2.058 0.809 -1.898 0.24 -0.10 0.16 0.17
H -1.779 0.403 1.945 0.17 0.13 -0.16 0.48
H 2.226 -0.925 -1.558 0.08 -0.22 -0.06 0.20
H 2.334 2.138 0.307 -0.07 0.16 -0.22 0.17
H 0.630 -0.177 -1.725 0.11 -0.11 -0.01 0.19
H 2.390 -0.227 0.542 0.05 0.23 0.13 0.35
H 1.460 2.602 2.372 0.22 0.11 0.18 0.21
H -3.456 -3.547 -4.571 0.00 0.03 0.01 0.47
H -0.629 -1.119 1.035 0.23 0.11 0.08 0.49
H 0.177 -2.342 1.441 -0.13 0.07 0.02 0.47
H 0.620 1.981 -0.155 -0.06 0.18 -0.25 0.20
H 1.294 0.847 2.504 0.19 -0.16 0.10 0.21
H -2.619 -2.519 -5.333 -0.02 -0.01 0.03 0.47
H -0.812 1.828 3.127 0.11 0.03 0.40 0.17
```
Positions in Å, forces in eV/Å.

Results
SMILES: CNCCCO.O.O
Gap between HOMO and LUMO: 9.5907 eV



Below is a cluster of 4 separate species, C4H15NO3 in total at a distorted geometry, with properties calculated with ωB97M-V with the def2-TZVPD basis set.

```
23
Properties=species:S:1:pos:R:3:forces:R:3:nbo_charge:R:1
O -1.147 -3.633 -0.508 -0.37 -1.49 0.33 -0.96
O -3.974 -1.384 0.013 -1.79 -0.03 0.01 -0.95
O 3.559 1.448 1.139 -1.01 1.05 0.43 -0.93
N -0.034 2.570 1.077 1.02 -2.20 1.98 -0.85
C 0.783 -0.560 -1.879 0.00 -1.41 -4.70 -0.66
C 0.430 0.363 -0.861 -0.03 1.42 -0.50 -0.21
C 0.341 0.032 0.401 -0.55 2.61 0.52 -0.20
C -0.116 1.071 1.412 -1.62 1.10 0.03 -0.24
H -0.689 -3.557 -1.347 -0.03 0.92 0.32 0.49
H 1.698 -1.068 -1.806 1.62 -0.46 0.62 0.23
H 0.496 -0.966 0.717 0.15 -0.90 0.40 0.21
H -3.274 -1.355 -0.613 1.13 0.03 -0.30 0.47
H 0.379 0.919 2.393 -0.52 0.11 -0.52 0.20
H 3.320 1.783 2.034 0.36 -0.43 -0.89 0.47
H 0.872 2.997 0.924 0.10 -0.59 0.14 0.35
H 2.952 1.956 0.554 0.66 -0.67 0.46 0.47
H -3.683 -1.377 0.916 0.65 0.03 0.29 0.47
H 0.130 -1.376 -2.171 -0.89 -0.26 0.74 0.21
H 0.341 1.365 -1.333 -0.31 -0.30 1.39 0.20
H -1.275 0.866 1.488 2.16 0.52 0.47 0.20
H 0.835 -0.097 -2.905 0.19 0.09 0.98 0.21
H -0.615 2.852 0.355 -1.36 0.28 -1.56 0.36
H -1.329 -2.848 0.002 0.43 0.57 -0.63 0.48
```
Positions in Å, forces in eV/Å.

Results
SMILES: C/C=C/CN.O.O.O
Gap between HOMO and LUMO: 10.0542 eV



Below is a cluster of 3 separate species, C4H15NO4 in total at a distorted geometry, with properties calculated with ωB97M-V with the def2-TZVPD basis set.

```
24
Properties=species:S:1:pos:R:3:forces:R:3:nbo_charge:R:1
O 1.478 0.428 2.413 0.10 0.03 0.07 -0.67
O -0.047 -1.438 -2.314 0.17 -0.24 1.15 -0.95
O -2.361 0.067 -1.044 0.36 0.76 0.15 -0.65
O 1.973 -2.771 -0.275 -0.46 0.23 0.05 -0.93
N -0.667 -0.141 0.522 -1.32 1.12 -1.96 -0.22
C 1.355 1.003 1.143 -0.14 -0.89 0.24 -0.04
C -0.214 2.149 -0.457 0.69 -0.31 -0.72 -0.58
C -2.121 -0.306 0.304 -0.90 -0.60 -1.70 0.05
C -0.158 1.164 0.746 1.64 0.59 0.96 -0.13
H -0.265 -0.584 -0.317 0.75 -0.26 0.25 0.41
H -1.107 1.994 -1.028 -0.63 0.25 0.01 0.26
H -0.601 1.662 1.591 -0.86 -0.26 0.35 0.25
H 1.243 -0.503 2.450 -0.05 -0.08 -0.12 0.47
H 0.918 -1.405 -2.294 0.19 0.30 -0.57 0.49
H 1.888 -3.282 0.539 0.13 -0.17 -0.11 0.49
H 0.605 1.989 -1.166 0.10 -0.22 0.20 0.23
H -2.702 0.419 0.834 -0.08 0.08 0.94 0.23
H -2.031 -0.514 -1.747 0.14 -0.34 0.35 0.52
H 1.839 -1.861 0.008 0.32 0.00 0.09 0.45
H 1.797 0.415 0.327 0.33 0.00 0.12 0.15
H 1.906 1.929 1.255 -0.38 0.44 -0.51 0.24
H -2.479 -1.331 0.372 0.42 -0.10 0.95 0.22
H -0.151 -2.243 -1.784 -0.29 -0.31 -0.36 0.48
H -0.097 3.161 -0.079 -0.23 -0.03 0.17 0.26
```
Positions in Å, forces in eV/Å.

Results
Gap between HOMO and LUMO (alpha / beta): 11.6731 / 6.5582 eV
2S+1: 2
Net charge: +1



Energy above the lowest of the compared OMol25 structures with the same formula, charge and spin per entry: 24.7 41.2 23.3 36.2 30.4 24.4 22.3 22.8 56.1 7.3 kcal/mol